Entry from OMol25: a molecular structure, C48H62BFeN2 (ωB97M-V/def2-TZVPD).

Each line ends with the Löwdin spin population.
CARTESIAN COORDINATES (ANGSTROEM)
C (0.38, -5.60, 2.53)  0.291
C (0.46, -5.79, 4.02)  0.020
C (-0.66, -6.77, 4.38)  0.019
C (1.80, -6.44, 4.38)  0.001
C (0.33, -4.47, 4.84)  0.007
C (0.04, -4.67, 6.18)  0.000
C (-0.18, -3.61, 7.06)  0.006
C (0.04, -2.32, 6.62)  -0.001
C (0.47, -2.05, 5.31)  0.006
C (0.89, -0.57, 5.07)  0.000
C (1.44, -0.27, 3.69)  -0.019
C (2.02, -0.19, 6.04)  -0.001
C (-0.33, 0.30, 5.35)  0.006
C (0.56, -3.13, 4.40)  0.005
N (0.97, -2.89, 3.07)  0.066
C (0.43, -1.90, 2.22)  0.054
B (-0.98, 0.56, 1.75)  0.512
H (-1.11, 1.12, 0.62)  0.063
N (1.04, -2.07, 0.97)  0.060
C (0.78, -1.22, -0.13)  0.029
C (1.84, -0.54, -0.80)  0.033
C (3.35, -0.60, -0.47)  0.023
C (4.03, 0.76, -0.68)  0.021
C (4.02, -1.60, -1.41)  0.003
C (3.64, -0.98, 0.96)  0.303
C (1.52, 0.21, -1.93)  0.012
C (0.21, 0.38, -2.36)  0.013
C (-0.81, -0.29, -1.70)  0.022
C (-0.55, -1.10, -0.59)  0.020
C (-1.78, -1.89, -0.07)  0.013
C (-3.00, -0.96, 0.09)  0.022
C (-1.57, -2.65, 1.22)  0.075
C (-2.14, -2.94, -1.16)  0.009
C (2.17, -2.93, 1.11)  0.397
C (1.90, -3.68, 2.35)  0.410
H (1.20, -4.76, 2.13)  0.089
H (0.62, -6.54, 2.02)  0.012
H (-0.62, -5.26, 2.23)  0.013
H (-0.58, -7.16, 5.40)  0.004
H (-1.66, -6.32, 4.27)  0.001
H (-0.61, -7.64, 3.70)  0.002
H (1.84, -6.71, 5.44)  0.000
H (1.93, -7.35, 3.79)  0.000
H (2.64, -5.77, 4.18)  0.001
H (-0.01, -5.70, 6.57)  0.000
H (-0.47, -3.82, 8.09)  0.000
H (-0.08, -1.50, 7.32)  0.000
H (0.72, -0.79, 2.78)  0.010
H (1.49, 0.81, 3.56)  0.001
H (2.43, -0.73, 3.59)  -0.001
H (1.72, -0.29, 7.09)  0.000
H (2.88, -0.84, 5.87)  0.000
H (2.33, 0.85, 5.85)  0.000
H (-0.65, 0.18, 6.39)  0.000
H (-0.10, 1.36, 5.21)  0.002
H (-1.17, 0.05, 4.69)  0.008
H (-1.53, -0.39, 2.27)  0.052
H (-0.51, 1.21, 2.65)  0.058
H (3.50, 1.55, -0.13)  0.001
H (5.06, 0.71, -0.31)  0.002
H (4.09, 1.05, -1.74)  0.005
H (3.58, -2.60, -1.34)  0.001
H (3.94, -1.26, -2.45)  0.000
H (5.09, -1.67, -1.16)  0.000
H (3.13, -2.08, 1.23)  0.091
H (4.73, -1.09, 1.09)  0.013
H (3.24, -0.24, 1.66)  0.014
H (2.32, 0.66, -2.52)  0.001
H (-0.01, 1.00, -3.22)  0.001
H (-1.83, -0.21, -2.08)  0.003
H (-3.32, -0.53, -0.86)  0.002
H (-3.83, -1.55, 0.51)  0.001
H (-2.79, -0.14, 0.78)  0.025
H (-1.12, -3.62, 0.97)  0.001
H (-0.78, -2.07, 2.04)  0.022
H (-2.52, -2.79, 1.74)  0.005
H (-1.29, -3.61, -1.34)  0.001
H (-2.98, -3.54, -0.81)  0.001
H (-2.41, -2.47, -2.12)  0.002
H (2.38, -3.53, 0.22)  0.026
H (2.79, -4.00, 2.92)  0.027
C (2.12, 4.67, -4.54)  -0.006
C (1.08, 4.38, -3.57)  0.001
C (0.06, 3.59, -4.24)  0.007
C (0.47, 3.39, -5.62)  0.007
C (1.74, 4.06, -5.80)  0.006
Fe (0.38, 5.32, -5.14)  0.061
C (0.58, 7.05, -6.11)  0.008
C (0.10, 7.27, -4.75)  0.007
C (-1.10, 6.49, -4.57)  0.022
C (-1.40, 5.76, -5.83)  0.041
C (-2.41, 4.74, -5.96)  0.412
C (-3.73, 4.91, -5.51)  0.027
C (-4.67, 3.86, -5.78)  0.112
C (-5.98, 3.95, -5.34)  -0.012
C (-6.43, 5.10, -4.66)  0.138
C (-5.55, 6.19, -4.49)  -0.012
C (-4.23, 6.12, -4.92)  0.114
C (-0.33, 6.14, -6.76)  0.037
H (3.05, 5.19, -4.34)  0.000
H (1.09, 4.65, -2.52)  0.000
H (-0.82, 3.15, -3.76)  0.002
H (-0.04, 2.78, -6.35)  0.000
H (2.35, 4.04, -6.71)  0.000
H (1.43, 7.55, -6.58)  0.001
H (0.51, 7.95, -4.00)  0.000
H (-1.78, 6.50, -3.72)  0.001
H (-2.22, 3.90, -6.64)  0.017
H (-4.32, 3.00, -6.35)  0.004
H (-6.67, 3.12, -5.54)  -0.004
H (-7.46, 5.18, -4.32)  0.009
H (-5.91, 7.11, -4.03)  -0.004
H (-3.58, 6.99, -4.87)  0.006
H (-0.31, 5.85, -7.80)  0.001

Summary:
⟨S²⟩ ... 6.072
HOMO level (alpha / beta) ... -0.0146 / -0.1259 Ha
E_tot ... -3263.77463 Eh
Charge ... -1
Spin multiplicity ... 5
Lowest unoccupied orbital energy (alpha / beta) ... 2.212 / 1.008 eV

***

Entry from OMol25: 2 unconnected molecules or ions with the total composition C3H13N2O (ωB97M-V/def2-TZVPD).

Each line ends with the Löwdin charge.
CARTESIAN COORDINATES (ANGSTROEM)
C (1.06, 0.20, -0.84)  -0.153
C (-0.39, 0.28, -1.24)  -0.166
C (-1.26, -0.82, -0.62)  -0.257
N (-0.49, -1.98, -0.22)  -0.013
N (1.18, -0.02, 0.64)  0.160
H (1.58, -0.63, -1.32)  0.129
H (1.58, 1.12, -1.09)  0.132
H (-0.42, 0.26, -2.32)  0.119
H (-0.79, 1.24, -0.93)  0.113
H (-2.11, -1.03, -1.27)  0.122
H (-1.74, -0.40, 0.27)  0.115
H (-0.10, -2.46, -1.02)  0.098
H (0.69, -0.92, 0.83)  0.121
H (-1.03, -2.63, 0.32)  0.100
H (2.15, -0.07, 0.92)  0.166
H (0.69, 0.72, 1.17)  0.093
H (0.25, 2.99, 2.01)  0.081
H (-0.78, 2.07, 2.67)  0.077
O (-0.05, 2.07, 2.04)  -0.036

Summary:
HOMO level ... -0.5086 Ha
E_tot ... -306.63421 Eh
ΔE to the lowest compared entry with this formula, charge and spin ... 0.9 kcal/mol
Charge ... +1
Lowest unoccupied orbital energy ... -2.939 eV

***

Entry from OMol25: a molecular structure, C25H19Br2ClN5O5S4V (ωB97M-V/def2-TZVPD).

Each line ends with the Löwdin spin population.
CARTESIAN COORDINATES (ANGSTROEM)
V (0.64, -1.57, -0.05)  1.923
O (-2.32, -1.21, 2.26)  0.001
Cl (-1.56, -2.09, 1.42)  0.005
O (-1.83, -3.48, 1.73)  0.003
O (-0.02, -1.87, 1.76)  0.027
O (0.01, -0.74, -1.62)  -0.013
C (-1.46, -3.80, -1.61)  0.003
C (-0.16, -4.36, -1.15)  0.010
C (0.12, -5.74, -1.30)  -0.001
C (1.30, -6.26, -0.85)  0.009
C (2.26, -5.41, -0.26)  0.000
C (3.54, -5.80, 0.24)  -0.001
Br (4.06, -7.61, 0.14)  0.000
C (4.39, -4.89, 0.79)  -0.001
C (4.02, -3.52, 0.86)  -0.003
Br (5.23, -2.28, 1.60)  0.000
C (2.81, -3.09, 0.39)  0.008
O (2.39, -1.83, 0.41)  0.007
C (1.93, -4.06, -0.16)  0.009
N (0.73, -3.55, -0.59)  0.001
H (-1.86, -4.39, -2.43)  0.000
H (-1.36, -2.76, -1.93)  0.001
H (-2.18, -3.84, -0.78)  0.000
H (-0.62, -6.37, -1.76)  0.000
H (1.51, -7.31, -0.96)  0.000
H (5.35, -5.20, 1.17)  0.000
N (3.14, 0.99, 0.88)  0.001
C (3.01, 1.66, -0.27)  0.001
S (3.07, 0.87, -1.75)  0.003
N (2.81, 3.00, -0.14)  0.000
C (2.71, 3.95, -1.19)  0.000
C (1.70, 3.85, -2.14)  0.000
C (1.60, 4.82, -3.13)  0.000
C (2.49, 5.88, -3.16)  0.000
C (3.48, 5.98, -2.21)  0.000
C (3.60, 5.01, -1.22)  0.000
H (3.31, -0.01, 0.85)  0.000
H (3.09, 1.45, 1.78)  0.000
H (2.93, 3.39, 0.78)  0.000
H (1.00, 3.03, -2.11)  0.000
H (0.82, 4.74, -3.87)  0.000
H (2.40, 6.64, -3.94)  0.000
H (4.18, 6.81, -2.23)  0.000
H (4.39, 5.07, -0.48)  0.000
S (-5.83, 0.08, -0.55)  0.000
C (-4.25, 0.50, -0.43)  0.000
S (-2.99, -0.18, -1.43)  0.000
C (-1.82, 0.74, -0.55)  0.001
N (-2.29, 1.47, 0.39)  0.000
N (-3.65, 1.36, 0.44)  0.000
C (-4.33, 2.05, 1.49)  0.000
C (-5.36, 2.92, 1.18)  0.000
C (-6.00, 3.60, 2.21)  0.000
C (-5.60, 3.41, 3.52)  0.000
C (-4.56, 2.54, 3.81)  0.000
C (-3.92, 1.85, 2.80)  0.000
S (-0.10, 0.76, -0.96)  0.008
H (-5.67, 3.06, 0.15)  0.000
H (-6.81, 4.28, 1.98)  0.000
H (-6.10, 3.94, 4.32)  0.000
H (-4.25, 2.39, 4.84)  0.000
H (-3.11, 1.16, 3.00)  0.000

Summary:
⟨S²⟩ ... 2.013
HOMO level (alpha / beta) ... -0.2993 / -0.2997 Ha
E_tot ... -9758.93990 Eh
ΔE to the lowest compared entry with this formula, charge and spin ... 16.6 kcal/mol
Spin multiplicity ... 3
Lowest unoccupied orbital energy (alpha / beta) ... -1.152 / -1.071 eV